Record 1
{
  "formula": "C43H98N6O8",
  "method": "the ωB97M-V functional and the def2-TZVPD basis",
  "symbols": ["C", "C", "C", "C", "C", "C", "C", "C", "C", "N", "O", "H", "H", "H", "H", "H", "H", "H", "H", "H", "H", "H", "H", "H", "H", "H", "H", "H", "H", "H", "C", "C", "C", "C", "C", "C", "C", "C", "C", "N", "O", "H", "H", "H", "H", "H", "H", "H", "H", "H", "H", "H", "H", "H", "H", "H", "H", "H", "H", "H", "C", "C", "C", "C", "C", "C", "C", "C", "C", "N", "O", "H", "H", "H", "H", "H", "H", "H", "H", "H", "H", "H", "H", "H", "H", "H", "H", "H", "H", "H", "C", "C", "C", "C", "C", "C", "C", "C", "C", "N", "O", "H", "H", "H", "H", "H", "H", "H", "H", "H", "H", "H", "H", "H", "H", "H", "H", "H", "H", "H", "N", "C", "N", "O", "H", "H", "H", "H", "C", "C", "O", "H", "H", "H", "H", "H", "H", "C", "C", "O", "H", "H", "H", "H", "H", "H", "C", "C", "O", "H", "H", "H", "H", "H", "H"],
  "xyz": [[-1.94924, -1.29853, -2.33882], [-1.04384, -1.66607, -3.52873], [0.40630, -1.96737, -3.01846], [-1.49971, -2.97016, -4.20534], [-2.85821, -2.79523, -4.84680], [-2.83741, -1.60741, -5.80899], [-2.25113, -0.32267, -5.27036], [-1.94521, 0.60217, -6.42459], [-3.37037, 0.30753, -4.47120], [-0.98384, -0.59940, -4.56328], [-0.52821, 0.61430, -3.92382], [-1.71038, -0.25418, -2.04624], [-3.02285, -1.31934, -2.56626], [-1.95561, -1.99984, -1.49021], [0.31449, -2.89720, -2.47229], [1.07156, -2.17455, -3.78984], [0.71181, -1.14001, -2.36638], [-0.74217, -3.07970, -5.01876], [-1.50522, -3.76724, -3.44400], [-3.15910, -3.70743, -5.37048], [-3.63489, -2.66602, -4.13458], [-3.85359, -1.41990, -6.10723], [-2.26546, -1.87203, -6.73642], [-2.07148, 1.69644, -6.29522], [-2.57018, 0.23066, -7.27460], [-0.92135, 0.41253, -6.78349], [-4.03529, -0.33426, -3.92071], [-4.03447, 0.78616, -5.24867], [-3.04022, 1.03284, -3.72235], [0.46161, 0.65308, -4.23324], [4.27050, 2.53793, -3.85732], [2.71012, 2.27048, -4.02846], [2.13055, 2.67233, -2.59871], [2.06047, 3.06909, -5.08968], [2.38408, 2.67371, -6.50333], [2.09655, 1.12318, -6.64310], [2.83942, 0.25346, -5.62436], [2.25083, -1.27537, -5.73468], [4.32537, 0.19020, -5.87458], [2.38761, 0.81543, -4.33735], [2.88990, -0.10802, -3.30335], [4.69132, 2.97072, -4.79042], [4.27173, 3.29536, -3.07971], [4.82271, 1.70816, -3.46554], [1.13700, 2.22416, -2.61261], [2.76722, 2.40846, -1.79398], [2.19496, 3.73788, -2.58471], [0.97906, 3.11033, -4.95542], [2.32292, 4.12392, -4.87174], [1.87038, 3.30735, -7.20014], [3.48778, 2.72233, -6.68765], [2.43994, 0.75404, -7.62659], [1.06386, 0.90379, -6.58151], [1.17730, -1.25565, -5.37207], [2.94789, -2.03868, -5.35253], [2.22531, -1.42329, -6.81618], [4.63572, -0.30656, -6.81730], [5.00851, -0.25780, -5.10679], [4.70020, 1.17472, -5.97000], [3.86489, -0.09789, -3.30024], [-4.03994, 4.26701, 1.52677], [-3.26816, 3.99771, 2.84734], [-3.51640, 5.15949, 3.82240], [-3.63800, 2.65113, 3.37541], [-2.76656, 2.17914, 4.64119], [-1.42756, 2.01995, 4.02647], [-0.84492, 3.40124, 3.52590], [-0.59518, 4.30159, 4.72837], [0.48803, 3.10636, 2.81769], [-1.73191, 3.97183, 2.56750], [-1.23959, 5.26147, 2.37611], [-3.88632, 3.39235, 0.89529], [-5.12364, 4.41778, 1.75798], [-3.61084, 5.08999, 0.93270], [-3.52407, 6.05903, 3.23338], [-4.56019, 5.06178, 4.05997], [-2.94952, 5.32256, 4.68999], [-4.74821, 2.46062, 3.65341], [-3.38483, 1.95326, 2.59777], [-2.96171, 2.91027, 5.46670], [-3.17187, 1.15460, 4.86478], [-1.48280, 1.32718, 3.22690], [-0.63475, 1.59396, 4.69957], [-1.43164, 4.31368, 5.39071], [-0.30634, 5.36492, 4.45401], [0.23229, 3.72306, 5.26553], [0.51304, 2.63105, 1.89509], [1.02440, 2.57704, 3.55305], [0.97947, 4.06739, 2.63744], [-1.22105, 5.19477, 1.38091], [-1.19784, -4.25268, 6.19407], [-0.18600, -3.05267, 6.13243], [-0.85542, -1.83722, 5.61907], [0.27743, -2.85619, 7.59690], [1.52916, -2.01035, 7.64638], [2.72125, -2.66152, 6.79716], [2.30436, -2.81327, 5.31842], [2.14445, -1.42126, 4.61990], [3.21984, -3.68291, 4.47167], [0.99396, -3.55151, 5.35735], [0.50274, -3.56886, 4.00047], [-0.76053, -5.15833, 6.60037], [-1.69404, -4.50153, 5.27203], [-2.07703, -3.96706, 6.71420], [-0.39052, -0.94644, 6.01634], [-1.89093, -1.82276, 5.82154], [-0.70236, -1.79329, 4.53340], [-0.55294, -2.52778, 8.15385], [0.59687, -3.88438, 7.86487], [1.87830, -1.80152, 8.68300], [1.33186, -1.05260, 7.23519], [2.97257, -3.67459, 7.17169], [3.61214, -1.97619, 6.82175], [1.80160, -1.63230, 3.58587], [1.42289, -0.68619, 5.08117], [3.11612, -0.94207, 4.52145], [3.06727, -4.73001, 4.80973], [3.08557, -3.50731, 3.40750], [4.25570, -3.33570, 4.74501], [0.79839, -4.42491, 3.70174], [-1.75440, 3.81886, -2.39919], [-1.35061, 3.72892, -1.12175], [-1.47616, 2.51074, -0.56258], [-0.92121, 4.73706, -0.50632], [-1.39517, 4.64396, -2.90218], [-1.61006, 2.95200, -2.87439], [-1.93252, 1.78378, -1.13039], [-1.38940, 2.53120, 0.45623], [4.23330, -0.78316, -0.04716], [4.18182, -1.98120, -0.96363], [2.94525, -2.62150, -0.97594], [3.65448, 0.02018, -0.53727], [5.18879, -0.24855, 0.09972], [3.71688, -1.14792, 0.84345], [4.85742, -2.68935, -0.65105], [4.49591, -1.61080, -1.91933], [2.32985, -2.04582, -1.42945], [-3.42047, -4.43929, 1.00041], [-1.99024, -4.19003, 1.48812], [-2.00813, -3.34472, 2.68471], [-3.37587, -5.37360, 0.36031], [-3.91879, -3.58520, 0.55546], [-4.05842, -4.62622, 1.91309], [-1.36997, -3.85510, 0.71038], [-1.67657, -5.17307, 1.83074], [-1.08867, -3.19574, 2.93243], [-1.11545, -0.58901, 1.16786], [0.33664, -0.83372, 0.69016], [0.73210, -2.16897, 0.90432], [-1.26295, -0.85240, 2.26367], [-1.85736, -1.18027, 0.58687], [-1.43283, 0.40379, 0.94198], [1.06401, -0.16117, 1.14793], [0.45959, -0.70155, -0.38680], [1.58265, -2.35192, 0.42614]],
  "lumo_ha": 0.013,
  "total_charge": 0,
  "orbital_gap_ev": 8.2,
  "e_homo_ev": -7.88,
  "smiles": "CC1(C)CCCC(C)(C)N1O.CC1(C)CCCC(C)(C)N1O.CC1(C)CCCC(C)(C)N1O.CC1(C)CCCC(C)(C)N1O.NC(N)=O.CCO.CCO.CCO"
}

=====

Record 2
{
  "formula": "C44H109CuN7O20",
  "method": "the ωB97M-V functional and the def2-TZVPD basis",
  "symbols": ["Cu", "O", "C", "O", "O", "H", "O", "C", "O", "O", "H", "C", "C", "O", "H", "H", "H", "H", "H", "H", "C", "O", "C", "C", "N", "C", "C", "O", "C", "H", "H", "H", "H", "H", "H", "H", "H", "H", "H", "H", "H", "H", "H", "H", "C", "O", "C", "C", "N", "C", "C", "O", "C", "H", "H", "H", "H", "H", "H", "H", "H", "H", "H", "H", "H", "H", "H", "H", "C", "O", "C", "C", "N", "C", "C", "O", "C", "H", "H", "H", "H", "H", "H", "H", "H", "H", "H", "H", "H", "H", "H", "H", "C", "O", "C", "C", "N", "C", "C", "O", "C", "H", "H", "H", "H", "H", "H", "H", "H", "H", "H", "H", "H", "H", "H", "H", "C", "O", "C", "C", "N", "C", "C", "O", "C", "H", "H", "H", "H", "H", "H", "H", "H", "H", "H", "H", "H", "H", "H", "H", "C", "O", "C", "C", "N", "C", "C", "O", "C", "H", "H", "H", "H", "H", "H", "H", "H", "H", "H", "H", "H", "H", "H", "H", "C", "C", "C", "O", "C", "N", "H", "H", "H", "H", "H", "H", "H", "H", "H", "H", "H"],
  "xyz": [[-15.54673, 18.98111, 0.99492], [-12.36253, 21.23280, -0.08715], [-13.45205, 20.57761, 0.18787], [-14.00355, 19.79409, -0.57299], [-13.95851, 20.52831, 1.32108], [-12.32399, 20.95980, -1.00671], [-19.12982, 18.45286, -0.99737], [-18.08771, 18.85531, -0.25181], [-17.62869, 18.07079, 0.58536], [-17.41782, 19.88375, -0.34981], [-19.39523, 19.30015, -1.36239], [-20.10453, 13.69172, 0.94329], [-19.45624, 14.84828, 0.28150], [-18.52521, 15.42185, 1.16378], [-20.77251, 13.17559, 0.25372], [-20.64550, 14.04616, 1.82069], [-19.33705, 13.03891, 1.35912], [-20.18779, 15.56868, -0.08451], [-18.91738, 14.52565, -0.60936], [-18.32049, 16.31394, 0.87419], [-24.04933, 18.45551, -1.94808], [-23.16812, 19.59436, -2.10377], [-22.24793, 19.64870, -1.03062], [-21.22756, 20.81557, -1.09074], [-20.20052, 20.71334, -2.13125], [-19.40209, 21.92771, -2.27896], [-20.14256, 22.98447, -3.12682], [-20.83662, 22.50262, -4.25387], [-19.98020, 21.85018, -5.22513], [-23.52121, 17.50458, -2.01811], [-24.79748, 18.36539, -2.73564], [-24.60818, 18.50634, -1.01362], [-21.71994, 18.69659, -0.97758], [-22.87550, 19.72193, -0.14243], [-20.65175, 21.03049, -0.19054], [-21.78448, 21.70381, -1.38903], [-20.75569, 20.71029, -2.97499], [-18.46753, 21.70111, -2.79214], [-19.18958, 22.34957, -1.29664], [-19.47059, 23.75459, -3.50558], [-20.82877, 23.55001, -2.49644], [-19.43065, 20.99408, -4.83374], [-19.23453, 22.49233, -5.69387], [-20.63104, 21.55299, -6.04744], [-15.54917, 21.41765, -5.99424], [-16.57063, 20.60644, -5.47105], [-16.18133, 19.61937, -4.50325], [-17.39357, 18.97232, -3.76942], [-18.18464, 18.08822, -4.66623], [-19.31678, 17.44334, -3.97541], [-20.32859, 16.84092, -5.03714], [-20.84027, 17.81163, -5.97870], [-21.77234, 18.74836, -5.49159], [-15.06772, 21.94508, -5.17075], [-16.05276, 22.17009, -6.60114], [-14.86348, 20.82983, -6.60448], [-15.47252, 20.13282, -3.85359], [-15.56239, 18.86581, -4.99026], [-17.93497, 19.82369, -3.35691], [-17.05169, 18.34904, -2.94314], [-18.52039, 18.65220, -5.43389], [-19.76421, 18.20802, -3.34046], [-18.97716, 16.67372, -3.28226], [-21.14581, 16.34519, -4.51322], [-19.82097, 16.07959, -5.62943], [-22.08426, 19.50567, -6.21082], [-21.34389, 19.26209, -4.63101], [-22.59766, 18.32045, -4.92253], [-15.34642, 16.61793, -1.17656], [-15.00877, 16.98609, 0.13008], [-14.61217, 15.98167, 1.01029], [-14.09236, 16.52277, 2.31820], [-14.58549, 17.83936, 2.70599], [-15.83907, 17.72802, 3.43470], [-16.32358, 19.10165, 3.91744], [-16.45092, 20.00587, 2.76905], [-17.03218, 21.20914, 3.12958], [-16.21885, 15.97761, -1.04634], [-14.56135, 16.01198, -1.62888], [-15.69187, 17.48231, -1.74368], [-13.91390, 15.23703, 0.62816], [-15.47328, 15.36192, 1.26027], [-13.01925, 16.64315, 2.16970], [-14.20219, 15.75934, 3.08840], [-13.92159, 18.27765, 3.32827], [-15.68741, 17.12272, 4.32840], [-16.57300, 17.19171, 2.83319], [-15.61164, 19.45720, 4.66231], [-17.29800, 19.02987, 4.40061], [-17.91483, 21.14702, 3.76611], [-17.30626, 21.80082, 2.25615], [-16.29456, 21.69640, 3.76723], [-19.36434, 27.22530, -8.01035], [-19.46549, 26.69224, -6.69482], [-19.17469, 25.28286, -6.59770], [-17.68986, 25.06378, -6.03688], [-17.65905, 25.24776, -4.56000], [-16.29470, 25.19068, -4.02749], [-16.16001, 25.41797, -2.49399], [-16.72443, 24.43645, -1.63353], [-16.12011, 23.11555, -1.67110], [-19.97467, 26.76642, -8.78819], [-18.31531, 27.21664, -8.30625], [-19.71458, 28.25746, -8.01873], [-19.31426, 24.72375, -7.52291], [-19.85955, 24.79849, -5.90167], [-17.15305, 25.94995, -6.37548], [-17.22430, 24.14737, -6.39957], [-18.01457, 26.16246, -4.32121], [-15.74611, 25.96810, -4.55925], [-15.87128, 24.19544, -4.16278], [-16.65707, 26.38078, -2.37554], [-15.11359, 25.51960, -2.20626], [-15.10712, 23.09201, -1.26937], [-16.14726, 22.72980, -2.69020], [-16.69200, 22.52567, -0.95480], [-20.71834, 21.80923, 2.38978], [-21.26202, 20.54334, 1.99662], [-20.78715, 19.48702, 2.81431], [-21.32037, 18.18966, 2.16008], [-22.75042, 17.93738, 2.42475], [-23.13240, 16.79826, 1.59610], [-24.64085, 16.53822, 1.87395], [-25.61021, 17.54960, 1.49037], [-26.97004, 17.20711, 1.77455], [-19.63421, 21.79169, 2.27819], [-20.97674, 22.07374, 3.41514], [-21.12893, 22.49064, 1.64467], [-21.14361, 19.66019, 3.82972], [-19.69750, 19.45980, 2.80971], [-20.76565, 17.36187, 2.60183], [-21.07381, 18.18487, 1.09834], [-23.33589, 18.69112, 2.09431], [-22.50565, 15.90648, 1.59901], [-23.06181, 17.18243, 0.57849], [-24.70450, 16.43101, 2.95680], [-24.92039, 15.56997, 1.45868], [-27.34671, 16.35690, 1.20590], [-27.65763, 18.04020, 1.62866], [-27.08769, 16.98799, 2.83579], [-18.26058, 24.02045, 5.98092], [-18.46545, 22.65590, 5.74273], [-18.34509, 21.87308, 6.95753], [-18.81670, 20.45809, 6.78895], [-18.89753, 19.70586, 8.07882], [-19.26599, 18.34634, 7.88840], [-18.22110, 17.31304, 7.33692], [-17.83855, 17.43530, 5.97932], [-18.90448, 16.97157, 5.04182], [-18.08520, 24.37933, 4.96675], [-17.33374, 24.14550, 6.54077], [-19.01361, 24.52880, 6.58311], [-18.92184, 22.29871, 7.77869], [-17.26513, 21.93891, 7.08958], [-18.20336, 19.94021, 6.05159], [-19.81607, 20.58380, 6.37234], [-18.05050, 19.90171, 8.59291], [-20.21354, 18.12376, 7.39779], [-19.48116, 17.89063, 8.85491], [-18.49711, 16.26669, 7.46761], [-17.33824, 17.46825, 7.95706], [-18.56630, 17.02306, 4.00689], [-19.65888, 17.73910, 5.21471], [-19.20583, 15.97437, 5.36256], [-16.42432, 12.51525, 2.00902], [-16.00337, 11.36535, 1.09575], [-14.71871, 11.65111, 0.28793], [-14.98297, 12.48251, -0.83944], [-13.86438, 12.93215, -1.53603], [-15.86875, 10.19466, 1.98229], [-17.20330, 12.16941, 2.68849], [-16.81959, 13.40552, 1.51984], [-15.58513, 12.82317, 2.63275], [-16.81707, 11.14620, 0.40440], [-14.40053, 10.65788, -0.02885], [-13.84236, 12.02748, 0.81561], [-13.24174, 12.09872, -1.86134], [-13.24263, 13.50418, -0.84733], [-14.04206, 13.64062, -2.34510], [-15.99462, 9.39207, 1.38220], [-16.68008, 10.22879, 2.58286]],
  "lumo_ha": [0.015, -0.053],
  "multiplicity": 2,
  "total_charge": 0,
  "orbital_gap_ev": [8.7, 6.8],
  "e_homo_ev": [-8.28, -8.28],
  "s2": 0.75
}